Version A
Density functional theory data (ωB97M-V/def2-TZVPD) for C2H4N4O in the gas phase.

Values from the calculation:
E_LUMO ... 0.0201 hartree
SMILES ... Nc1ncn(O)n1

Positions of all 11 atoms, in Å:
N  2.155  0.054  1.056
C  0.947  -0.113  0.475
N  0.039  -0.965  1.012
C  -1.104  -0.669  0.339
N  -0.863  0.400  -0.472
O  -1.621  0.563  -1.659
N  0.435  0.514  -0.542
H  2.696  -0.929  1.227
H  2.965  0.609  0.539
H  -2.029  -1.056  0.715
H  -2.083  1.544  -1.480

Atom charges from the Mulliken analysis, given in e for atoms 1 to 5:
1. N -0.523
2. C 0.482
3. N -0.574
4. C -0.203
5. N 0.519


Version B
Density functional theory data (ωB97M-V/def2-TZVPD) for C2H4N4O in the gas phase.

Values from the calculation:
E_LUMO ... 0.0081 hartree
SMILES ... [H]/N=c1\ncn(O)[nH]1

Positions of all 11 atoms, in Å:
H  -1.482  2.508  0.580
N  -0.854  2.298  -0.196
C  -0.409  1.124  -0.084
N  -1.002  0.243  0.934
C  -0.212  -0.839  0.910
N  0.312  -1.081  -0.204
O  1.502  -1.664  -0.296
N  0.317  0.164  -0.938
H  -0.462  -1.527  1.675
H  2.064  -0.878  -0.172
H  0.177  0.138  -1.839

Atom charges from the Mulliken analysis, given in e for atoms 1 to 5:
1. H 0.291
2. N -0.686
3. C 0.502
4. N -0.512
5. C -0.099


Which structure is the least stable? The one labeled version B.


Version A
Density functional theory data (ωB97M-V/def2-TZVPD) for C2H4N4O in the gas phase.

Values from the calculation:
E_LUMO ... 0.0246 hartree
SMILES ... NC1=N[NH2+]C([O-])=N1

Positions of all 11 atoms, in Å:
N  2.101  0.330  -0.019
C  0.770  0.105  0.008
N  0.246  -0.931  0.668
N  -1.145  -0.768  0.338
C  -1.265  0.596  -0.359
O  -2.412  0.991  -0.303
N  -0.045  1.008  -0.623
H  2.742  -0.380  0.298
H  2.440  1.037  -0.652
H  -1.446  -1.554  -0.240
H  -1.954  -0.465  0.935

Atom charges from the Mulliken analysis, given in e for atoms 1 to 5:
1. N -0.358
2. C 0.522
3. N -0.757
4. N 0.096
5. C 0.547


Version B
Density functional theory data (ωB97M-V/def2-TZVPD) for C2H4N4O in the gas phase.

Values from the calculation:
E_LUMO ... 0.0220 hartree
SMILES ... Cn1nnc(O)n1

Positions of all 11 atoms, in Å:
C  1.807  -0.310  0.019
N  0.504  0.087  -0.046
N  0.218  1.270  0.056
N  -1.160  1.360  0.145
C  -1.522  0.097  0.008
O  -2.682  -0.470  0.045
N  -0.476  -0.781  0.159
H  2.021  -1.232  -0.543
H  2.516  0.690  -0.411
H  2.212  -0.801  1.004
H  -3.438  0.089  -0.437

Atom charges from the Mulliken analysis, given in e for atoms 1 to 5:
1. C -0.583
2. N 1.050
3. N -0.489
4. N -0.420
5. C 0.535


Version C
Density functional theory data (ωB97M-V/def2-TZVPD) for C2H4N4O in the gas phase.

Values from the calculation:
E_LUMO ... 0.0137 hartree
SMILES ... NNc1cnon1

Positions of all 11 atoms, in Å:
N  -0.774  1.942  -1.470
N  -0.256  0.661  -1.516
C  -0.114  0.019  -0.224
C  0.351  -1.319  -0.225
N  0.843  -1.555  1.052
O  0.327  -0.609  1.780
N  -0.139  0.439  0.965
H  -1.519  1.831  -0.840
H  -0.084  2.553  -0.899
H  -0.890  -0.104  -2.050
H  0.736  -2.018  -0.976

Atom charges from the Mulliken analysis, given in e for atoms 1 to 5:
1. N -0.580
2. N -0.219
3. C 0.510
4. C -0.332
5. N -0.201


Version D
Density functional theory data (ωB97M-V/def2-TZVPD) for a molecular structure, C2H4N4O.

Values from the calculation:
E_LUMO ... 0.0202 hartree

Positions of all 11 atoms, in Å:
N  -1.077  -2.073  0.783
C  -0.177  -1.086  0.850
N  -0.667  -0.186  -1.422
N  0.023  0.781  -1.185
C  0.471  1.406  0.118
O  1.727  1.784  -0.154
N  0.673  -0.307  1.054
H  -1.460  -2.144  -0.153
H  -1.781  -2.045  1.510
H  0.287  1.459  -1.936
H  1.980  2.411  0.536

Atom charges from the Mulliken analysis, given in e for atoms 1 to 5:
1. N -0.506
2. C 0.475
3. N -0.817
4. N 0.477
5. C -0.162


Which structure is the least stable? The one labeled version D.


Version A
Density functional theory data (ωB97M-V/def2-TZVPD) for 2 unconnected molecules or ions with the total composition C4H5ClOS.

Values from the calculation:
E_LUMO ... -0.0143 hartree
SMILES ... ClSC1=CC1.C=O

Positions of all 12 atoms, in Å:
Cl  -1.485  -1.532  1.943
S  -2.109  -0.813  0.094
C  -0.734  -0.596  -0.863
C  -0.149  -0.435  -2.015
C  0.745  -0.911  -0.925
H  -0.263  -0.343  -3.039
H  1.184  -1.957  -0.851
H  1.444  -0.314  -0.458
C  0.357  1.757  1.559
O  0.229  1.774  0.332
H  0.737  0.833  2.009
H  0.043  2.539  2.212

Atom charges from the Mulliken analysis, given in e for atoms 1 to 5:
1. Cl -0.170
2. S -0.006
3. C -0.062
4. C -0.182
5. C -0.432


Version B
Density functional theory data (ωB97M-V/def2-TZVPD) for C4H5ClOS in the gas phase.

Values from the calculation:
E_LUMO ... -0.0129 hartree
SMILES ... O[C@H]1C(=S)C[C@H]1Cl

Positions of all 12 atoms, in Å:
O  0.769  -0.553  -1.253
C  0.563  -0.807  0.083
C  0.805  0.631  0.662
S  2.105  1.292  1.305
C  -0.704  1.006  0.122
C  -1.013  -0.405  0.079
Cl  -2.175  -0.894  -1.239
H  1.806  -0.919  -1.228
H  1.090  -1.650  0.491
H  -1.456  1.628  0.608
H  -0.615  1.557  -0.748
H  -1.175  -0.885  1.119

Atom charges from the Mulliken analysis, given in e for atoms 1 to 5:
1. O -0.457
2. C -0.237
3. C 0.090
4. S -0.296
5. C -0.695


Which structure is the least stable? The one labeled version A.


Version A
Density functional theory data (ωB97M-V/def2-TZVPD) for a molecular structure, C45H44BaN7S2Si.

Values from the calculation:
Charge ... -1
E_LUMO ... 0.0829 hartree

Positions of all 100 atoms, in Å:
Ba  0.268  0.371  1.150
C  -2.195  -5.081  1.181
S  -3.225  -3.617  0.902
C  -2.155  -2.193  1.193
S  -0.629  -2.381  1.919
N  -2.815  -1.130  0.869
N  -2.302  0.096  0.634
C  -3.099  1.073  0.883
C  -3.037  2.437  0.376
C  -4.244  3.064  0.275
C  -4.380  4.370  -0.318
C  -3.307  5.026  -0.768
C  -1.956  4.439  -0.552
N  -1.883  3.017  -0.127
H  -2.796  -5.820  1.709
H  -1.340  -4.777  1.781
H  -1.854  -5.485  0.229
H  -4.037  0.848  1.394
H  -5.136  2.532  0.576
H  -5.371  4.803  -0.389
H  -3.357  6.024  -1.187
H  -1.303  4.592  -1.418
C  2.750  3.090  -1.643
C  1.895  2.037  -1.378
N  0.834  2.150  -0.581
C  0.546  3.325  -0.043
C  1.349  4.459  -0.252
C  2.479  4.312  -1.051
C  0.975  5.760  0.298
C  -0.252  5.967  0.772
C  -1.245  4.866  0.766
C  -0.705  3.395  0.823
N  -0.549  2.590  1.953
C  -1.171  2.868  3.126
C  -1.395  4.143  3.664
C  -2.255  4.358  4.744
C  -2.878  3.318  5.382
C  -2.503  2.002  5.035
C  -2.947  0.880  5.764
C  -2.434  -0.356  5.491
C  -1.458  -0.469  4.488
N  -1.070  0.536  3.737
C  -1.593  1.764  3.965
H  3.605  2.955  -2.291
H  2.050  1.055  -1.801
H  3.122  5.168  -1.226
H  1.716  6.551  0.261
H  -0.559  6.940  1.142
H  -2.035  5.004  1.496
H  -0.883  4.992  3.234
H  -2.428  5.376  5.077
H  -3.599  3.485  6.173
H  -3.672  1.022  6.558
H  -2.750  -1.236  6.034
H  -0.988  -1.424  4.297
C  2.837  -0.656  0.221
Si  2.625  -1.943  -1.064
C  1.341  -1.483  -2.419
N  -0.014  -1.194  -1.935
C  -0.720  -0.170  -2.704
C  -1.271  -0.659  -4.047
C  -2.150  -1.914  -3.853
C  -2.213  -2.314  -2.376
C  -0.799  -2.442  -1.820
C  4.189  -2.180  -2.158
C  5.012  -3.305  -2.082
C  6.186  -3.403  -2.819
C  6.570  -2.368  -3.659
C  5.772  -1.235  -3.750
C  4.605  -1.149  -3.006
C  2.301  -3.653  -0.312
C  2.645  -3.881  1.022
C  2.439  -5.111  1.628
C  1.875  -6.156  0.909
C  1.533  -5.955  -0.421
C  1.749  -4.721  -1.018
H  3.371  0.202  -0.208
H  3.484  -1.036  1.022
H  1.329  -2.253  -3.212
H  1.742  -0.586  -2.902
H  -0.044  0.671  -2.869
H  -1.541  0.212  -2.092
H  -0.437  -0.877  -4.719
H  -1.844  0.154  -4.503
H  -1.723  -2.752  -4.412
H  -3.157  -1.750  -4.242
H  -2.716  -3.275  -2.265
H  -2.790  -1.590  -1.800
H  -0.301  -3.238  -2.391
H  -0.821  -2.771  -0.782
H  4.723  -4.121  -1.427
H  6.804  -4.290  -2.738
H  7.484  -2.441  -4.236
H  6.066  -0.419  -4.401
H  4.005  -0.245  -3.080
H  3.071  -3.069  1.600
H  2.707  -5.253  2.669
H  1.702  -7.115  1.381
H  1.096  -6.766  -0.993
H  1.481  -4.596  -2.063

Atom charges from the Mulliken analysis, given in e for atoms 1 to 5:
1. Ba 1.369
2. C -0.748
3. S -0.119
4. C 0.337
5. S -0.416


Version B
Density functional theory data (ωB97M-V/def2-TZVPD) for a molecular structure, C45H44BaN7S2Si.

Values from the calculation:
Charge ... -1
E_LUMO ... 0.0824 hartree

Positions of all 100 atoms, in Å:
Ba  1.227  0.068  0.012
C  -0.876  -0.768  5.402
S  -1.079  0.886  4.671
C  -0.097  0.800  3.167
S  0.928  -0.519  2.925
N  -0.249  1.878  2.487
N  0.010  2.066  1.203
C  0.317  3.273  0.860
C  0.251  3.875  -0.447
C  0.030  5.233  -0.456
C  -0.142  5.970  -1.664
C  -0.098  5.347  -2.850
C  0.259  3.907  -2.890
N  0.258  3.150  -1.619
H  -0.728  -0.647  6.470
H  -0.005  -1.222  4.929
H  -1.763  -1.368  5.210
H  0.489  4.002  1.656
H  -0.078  5.756  0.481
H  -0.311  7.036  -1.594
H  -0.180  5.862  -3.796
H  -0.332  3.360  -3.636
C  0.063  -0.864  -4.348
C  -0.207  -0.654  -3.008
N  0.287  0.365  -2.321
C  1.040  1.255  -2.931
C  1.379  1.139  -4.293
C  0.892  0.037  -4.993
C  2.164  2.160  -4.960
C  2.348  3.353  -4.389
C  1.780  3.631  -3.059
C  1.536  2.417  -2.102
N  2.379  1.970  -1.101
C  3.366  2.729  -0.603
C  4.166  3.625  -1.331
C  4.981  4.554  -0.707
C  5.080  4.624  0.662
C  4.509  3.591  1.424
C  4.740  3.457  2.808
C  4.283  2.348  3.468
C  3.610  1.366  2.728
N  3.306  1.497  1.458
C  3.714  2.586  0.793
H  -0.360  -1.708  -4.870
H  -0.837  -1.317  -2.442
H  1.141  -0.084  -6.040
H  2.548  1.928  -5.946
H  2.880  4.152  -4.890
H  2.292  4.441  -2.538
H  4.160  3.584  -2.411
H  5.537  5.248  -1.325
H  5.629  5.418  1.151
H  5.303  4.223  3.326
H  4.438  2.211  4.530
H  3.311  0.442  3.206
C  0.750  -2.719  -0.676
Si  -0.871  -3.312  -0.010
C  -2.334  -2.080  -0.297
N  -2.144  -0.747  0.261
C  -2.761  0.322  -0.511
C  -4.283  0.433  -0.337
C  -4.653  0.545  1.153
C  -3.396  0.519  2.020
C  -2.561  -0.708  1.664
C  -1.535  -4.849  -0.964
C  -1.543  -6.133  -0.428
C  -1.942  -7.230  -1.173
C  -2.338  -7.070  -2.489
C  -2.323  -5.804  -3.051
C  -1.920  -4.719  -2.295
C  -0.722  -3.892  1.795
C  0.533  -4.242  2.278
C  0.722  -4.685  3.573
C  -0.355  -4.786  4.435
C  -1.616  -4.452  3.974
C  -1.792  -4.019  2.672
H  0.735  -2.761  -1.765
H  1.545  -3.401  -0.372
H  -3.284  -2.524  0.049
H  -2.435  -1.993  -1.380
H  -2.527  0.177  -1.568
H  -2.295  1.264  -0.214
H  -4.758  -0.444  -0.783
H  -4.632  1.308  -0.888
H  -5.281  -0.301  1.443
H  -5.224  1.457  1.347
H  -3.668  0.463  3.076
H  -2.819  1.434  1.885
H  -3.171  -1.595  1.893
H  -1.674  -0.756  2.298
H  -1.228  -6.267  0.597
H  -1.942  -8.216  -0.727
H  -2.648  -7.924  -3.076
H  -2.623  -5.670  -4.082
H  -1.901  -3.741  -2.756
H  1.381  -4.165  1.618
H  1.715  -4.945  3.916
H  -0.213  -5.124  5.453
H  -2.467  -4.536  4.638
H  -2.793  -3.783  2.337

Atom charges from the Mulliken analysis, given in e for atoms 1 to 5:
1. Ba 1.446
2. C -0.761
3. S -0.129
4. C 0.349
5. S -0.458


Which structure is the least stable? The one labeled version B.